#a
Molecular formula: C8H13OS
Method: DFT, ωB97M-V with the def2-TZVPD basis set

Positions of all 23 atoms, in Å:
C 1.30 1.45 -0.57
C 0.51 0.39 -0.48
C 2.40 -0.57 0.12
C 3.23 -1.72 0.41
C -1.74 1.65 0.41
C -1.42 -0.83 0.90
C -1.99 0.01 -1.44
C -1.38 0.32 -0.11
O 1.13 -0.73 -0.15
S 2.92 1.07 -0.18
H 1.04 2.49 -0.79
H 2.90 -2.70 0.17
H 3.04 -1.71 1.59
H 4.27 -1.50 0.31
H -2.42 1.76 1.27
H -0.92 1.96 0.98
H -2.11 2.33 -0.33
H -0.74 -0.67 1.69
H -1.13 -1.70 0.36
H -2.34 -1.22 1.11
H -1.55 0.71 -2.17
H -3.04 0.18 -1.35
H -1.97 -0.96 -1.75

Calculated values
Molar mass: 157.258 g/mol
HOMO energy: -0.51560 Eh
Net charge: +1

=====

#b
Molecular formula: C8H13OS
Method: DFT, ωB97M-V with the def2-TZVPD basis set

Positions of all 23 atoms, in Å:
C 1.39 -1.53 -0.48
C 0.33 -0.21 -0.25
C 2.33 0.65 0.21
C 3.19 1.82 0.45
C -1.57 0.21 1.31
C -1.71 -1.76 -0.36
C -1.83 0.63 -1.24
C -1.16 -0.30 -0.14
O 0.98 0.82 0.15
S 2.89 -0.95 -0.13
H 1.28 -2.66 -0.45
H 2.64 2.19 1.36
H 3.24 2.43 -0.44
H 4.28 1.58 0.70
H -2.63 -0.02 1.36
H -0.90 -0.22 2.18
H -1.36 1.38 1.34
H -2.74 -1.81 -0.81
H -1.71 -2.21 0.69
H -0.97 -2.34 -1.07
H -1.07 1.40 -1.65
H -2.76 0.98 -0.75
H -2.14 -0.08 -1.99

Calculated values
Molar mass: 157.258 g/mol
HOMO energy: -0.48129 Eh
Net charge: +1

=====

Comparing the structures above, #a comes out on top by 0.682 eV.